Entry 1:
C36H33AsBiN4OPS3 as an isolated structure at a distorted geometry, computed with ωB97M-V with the def2-TZVPD basis set.

Geometry as XYZ:
```
80
Properties=species:S:1:pos:R:3:forces:R:3:mulliken_charge:R:1
Bi 0.071783 -0.004924 0.424504 0.011 0.048 -0.086 1.254
S 0.661099 -0.366418 2.868519 0.782 -0.401 -0.527 -0.554
C 1.509692 1.087867 3.390623 0.621 -0.086 0.273 1.595
C 2.241005 0.886842 4.622251 0.092 -0.081 -0.332 -0.997
N 2.811944 0.692396 5.605332 -0.049 -0.021 -0.270 -0.652
C 1.571846 2.284084 2.760299 0.216 0.455 -0.127 1.632
S 0.766058 2.713209 1.281900 0.574 -0.021 0.035 -0.490
C 2.387792 3.336231 3.351406 -0.091 -0.253 -0.134 -0.939
N 3.026053 4.196105 3.776157 -0.137 -0.169 -0.079 -0.679
C 5.812090 1.680343 2.680861 0.012 -0.032 0.056 -0.618
C 5.412851 2.539958 1.670039 -0.077 0.025 -0.100 -0.649
C 4.471636 2.128059 0.733545 0.027 -0.016 0.049 -0.411
C 3.941222 0.841455 0.800977 -0.015 0.144 -0.031 0.667
C 4.340954 -0.020746 1.825021 -0.008 0.056 0.010 -0.321
C 5.272046 0.402162 2.761243 -0.035 -0.007 -0.009 -0.696
P 2.669645 0.267139 -0.360607 0.296 -0.399 -0.111 1.079
C 2.871061 1.172209 -1.932890 -0.049 0.034 -0.044 0.689
C 2.477342 2.514679 -1.979276 -0.023 -0.012 -0.024 -0.343
C 2.600076 3.242682 -3.155669 0.022 -0.012 0.056 -0.839
C 3.089527 2.637557 -4.305313 -0.018 -0.031 -0.001 -0.539
C 3.452899 1.298324 -4.276507 -0.026 -0.057 0.086 -0.670
C 3.347557 0.566407 -3.098200 -0.042 0.123 -0.010 -0.756
C 3.132430 -1.465958 -0.663466 -0.069 0.022 0.025 0.114
C 4.402085 -1.801028 -1.066399 0.056 -0.062 -0.013 0.233
C 4.761600 -3.147173 -1.283995 0.013 0.102 -0.006 -0.992
C 3.846047 -4.136029 -1.056043 -0.034 -0.013 0.019 -0.812
C 2.543671 -3.835025 -0.589200 -0.052 0.028 -0.005 0.928
C 1.615677 -4.870939 -0.295475 0.094 0.015 -0.056 -0.874
C 0.377268 -4.569564 0.182268 -0.052 0.067 0.024 -1.110
C -0.002172 -3.216548 0.383080 0.013 -0.021 0.040 -0.650
C 0.847429 -2.173379 0.104435 0.032 -0.178 -0.123 -0.233
C 2.160074 -2.478005 -0.393571 -0.123 0.003 0.058 -0.402
H 6.534753 2.009897 3.419058 -0.069 -0.023 -0.050 0.383
H 5.817339 3.544011 1.615462 -0.043 -0.067 0.015 0.412
H 4.148671 2.816090 -0.037516 0.046 -0.035 0.025 0.281
H 3.916941 -1.014981 1.900421 -0.001 0.004 -0.010 0.342
H 5.563042 -0.263480 3.564978 -0.020 0.037 -0.041 0.443
H 2.065158 2.986613 -1.093915 0.044 0.002 0.003 0.277
H 2.314897 4.288310 -3.169090 -0.028 -0.075 0.003 0.439
H 3.174322 3.204068 -5.226112 0.012 -0.032 0.074 0.387
H 3.819661 0.813733 -5.174342 -0.013 0.029 0.061 0.418
H 3.629716 -0.476257 -3.097201 0.005 -0.030 0.017 0.385
H 5.145198 -1.022657 -1.207745 -0.030 -0.031 -0.018 0.645
H 5.762791 -3.389508 -1.625219 -0.099 0.033 0.054 0.424
H 4.112183 -5.176968 -1.215279 -0.020 0.074 0.026 0.386
H 1.919940 -5.902444 -0.448824 -0.021 0.092 0.007 0.369
H -0.325998 -5.363335 0.414838 0.054 0.062 0.001 0.447
H -0.995384 -3.007572 0.776587 0.127 -0.028 -0.089 0.692
C -4.923862 -0.850739 -1.180811 0.006 0.028 -0.107 -1.042
As -3.074987 -1.339413 -1.094202 0.009 -0.247 0.353 0.799
C -2.135828 -0.363837 -2.457182 -0.012 0.040 -0.049 -1.082
C -3.009940 -3.156725 -1.714862 0.065 -0.039 -0.054 -1.128
O -2.452776 -1.283778 0.457398 0.007 0.081 -0.387 -0.745
H -5.311793 -1.066849 -2.177329 0.017 -0.004 0.045 0.424
H -5.009321 0.206261 -0.956616 -0.033 0.119 0.052 0.284
H -5.461367 -1.435439 -0.439657 -0.054 -0.048 0.052 0.360
H -2.679207 -0.494967 -3.395525 0.045 -0.008 0.054 0.485
H -1.131039 -0.769782 -2.565542 0.023 -0.035 -0.007 0.310
H -2.094734 0.687995 -2.196643 0.020 0.095 0.024 0.287
H -3.548829 -3.275286 -2.655768 0.026 0.034 0.044 0.417
H -3.455537 -3.784294 -0.948392 -0.049 -0.083 0.031 0.355
H -1.966582 -3.441352 -1.843669 -0.001 -0.024 -0.001 0.303
N -3.421090 0.718904 2.376650 0.028 -0.043 -0.186 -0.363
C -2.801481 1.725563 1.741896 0.283 0.141 0.093 0.284
S -3.005790 2.007362 0.076428 -0.058 0.111 0.317 -0.416
N -1.993364 2.542141 2.444674 -0.496 -0.071 0.207 0.142
C -1.347022 2.429389 3.707648 -0.285 0.043 0.118 1.076
C -0.804287 3.610650 4.214945 -0.145 0.037 0.046 -0.280
C -0.078516 3.607330 5.393945 -0.058 0.011 0.098 -0.622
C 0.112924 2.421879 6.096430 -0.151 0.082 0.017 -0.268
C -0.414960 1.245322 5.588424 -0.428 0.130 0.148 -1.170
C -1.133823 1.238074 4.395649 -0.612 0.284 0.403 -0.709
H -3.622618 -0.081108 1.798202 -0.041 -0.169 -0.113 0.167
H -3.229390 0.542213 3.344096 0.049 0.048 0.189 0.319
H -1.671109 3.315324 1.889425 0.189 0.115 -0.093 0.367
H -0.939465 4.533784 3.657722 0.040 -0.088 0.064 0.367
H 0.350160 4.534998 5.758107 -0.025 -0.103 -0.049 0.419
H 0.690660 2.412663 7.014853 -0.045 -0.012 -0.146 0.395
H -0.245383 0.305741 6.105252 0.010 0.094 -0.069 0.291
H -1.428475 0.284367 3.984318 -0.233 0.223 0.184 0.278
```
Positions in Å, forces in eV/Å.

Results
Electronic energy (Eh): -5672.20161
Maximum force (eV/A): 1.03
Energy relative to the best compared isomer or geometry (same formula, charge and spin) (kcal per mole): 7.0


Entry 2:
C18H29N6O6Ti as an isolated structure, computed with ωB97M-V with the def2-TZVPD basis set.

Geometry as XYZ:
```
60
Properties=species:S:1:pos:R:3:forces:R:3:lowdin_spin:R:1
Ti 0.309911 -0.127746 0.294456 -0.192 0.051 -0.207 1.772
N 1.532467 0.337796 -1.623128 -0.023 0.108 0.027 0.018
C 2.925102 -0.083110 -1.406460 0.117 -0.034 0.031 0.005
C 3.347966 0.227690 0.041762 0.080 -0.127 -0.212 0.006
O 4.459441 0.765796 0.221459 0.021 0.011 -0.026 0.006
N 2.427507 -0.107254 0.932713 -0.162 0.219 0.119 0.018
C 2.532846 0.560508 2.210957 0.153 0.007 0.240 0.010
C 1.454717 1.662335 2.356468 0.107 0.116 0.055 0.009
O 1.506233 2.420808 3.337263 0.058 -0.126 0.015 0.007
O 0.562322 1.681611 1.448438 -0.118 -0.009 -0.011 0.020
H 1.161788 -0.031530 -2.490735 -0.022 -0.051 0.026 0.003
H 1.469385 1.349507 -1.689874 -0.026 0.006 0.019 0.004
H 3.633691 0.419315 -2.074654 -0.030 -0.065 0.052 0.000
H 2.976597 -1.160764 -1.581310 0.030 0.018 0.021 0.000
H 3.509360 1.028816 2.367769 -0.033 -0.051 -0.003 0.001
H 2.377565 -0.149782 3.037651 -0.006 0.051 -0.013 0.002
N -3.028844 -2.090617 -1.398767 0.123 -0.114 -0.027 0.001
C -3.624005 -0.914876 -2.025809 -0.060 0.089 -0.028 0.001
C -2.678193 -0.006578 -2.818964 0.081 0.029 0.045 0.001
C -1.828590 0.949528 -1.949687 -0.208 -0.061 -0.035 0.010
O -1.613633 2.087943 -2.378830 0.113 -0.036 -0.112 0.011
O -1.433843 0.459127 -0.847178 -0.050 -0.112 0.187 0.018
H -2.143085 -1.839179 -0.958488 -0.029 0.046 -0.078 0.001
H -2.785472 -2.767147 -2.114553 0.026 0.010 0.001 0.001
H -4.111094 -0.320654 -1.245504 0.040 0.003 -0.006 0.000
H -4.425253 -1.264753 -2.689238 0.026 0.013 0.038 0.000
H -3.226044 0.596599 -3.548171 -0.011 0.002 0.060 0.000
H -1.983990 -0.641376 -3.384232 0.013 0.017 -0.019 0.000
C -0.981668 0.075854 3.459059 0.119 0.064 -0.020 0.003
C -1.869052 -0.470301 4.603178 -0.010 0.047 0.069 0.000
N -2.591410 -1.674410 4.179463 -0.024 -0.005 0.003 0.000
C -1.607259 -2.706249 3.837767 -0.003 -0.074 0.021 0.001
C -0.600862 -2.182725 2.783945 0.114 -0.007 -0.040 0.007
N -1.016015 -0.853274 2.323115 0.069 0.062 -0.271 0.020
C -2.394380 -0.943181 1.819607 0.034 0.007 -0.112 0.007
C -3.349337 -1.340639 2.968330 -0.087 -0.028 0.011 0.002
H 0.052922 0.189051 3.783943 -0.044 0.007 -0.005 0.001
H -1.295618 1.055289 3.098625 -0.012 -0.013 0.034 0.000
H -2.604394 0.273075 4.923958 0.004 -0.008 0.000 0.000
H -1.265960 -0.732309 5.477549 -0.009 -0.001 -0.003 0.000
H -2.153474 -3.575788 3.460379 0.000 0.011 0.007 0.000
H -1.097328 -3.010856 4.757080 -0.013 0.005 -0.008 0.000
H -0.531776 -2.829379 1.908277 -0.012 0.002 0.027 0.003
H 0.405190 -2.082930 3.201422 -0.020 -0.007 0.000 0.002
H -2.406223 -1.684129 1.020083 -0.030 0.026 0.091 0.002
H -2.652246 0.017592 1.371967 -0.017 -0.014 0.013 0.002
H -3.957671 -2.205811 2.688551 0.009 0.008 0.014 0.000
H -4.032449 -0.524361 3.220730 0.003 -0.007 -0.001 0.000
O 0.081834 -2.146000 -0.258386 -0.119 -0.067 0.141 0.089
N 1.046958 -2.873385 -0.871800 0.047 -0.120 -0.128 0.290
C 0.837463 -3.296052 -2.173381 0.125 -0.073 0.068 0.121
C 1.622003 -4.271748 -2.722312 -0.096 0.119 0.026 0.055
C 2.649896 -4.893755 -1.980518 -0.031 0.012 -0.003 0.253
C 2.818576 -4.451026 -0.640446 -0.067 0.133 0.101 0.070
C 2.026557 -3.477025 -0.108531 0.054 -0.032 -0.181 0.101
H 0.044500 -2.775649 -2.689137 -0.028 -0.015 -0.012 0.014
H 1.433915 -4.545654 -3.754343 0.013 -0.011 -0.004 -0.001
H 3.275763 -5.663032 -2.408137 0.005 -0.007 -0.010 0.021
H 3.603270 -4.858043 -0.014246 0.004 -0.009 -0.003 0.001
H 2.139622 -3.053662 0.878158 0.005 -0.017 0.014 0.009
```
Positions in Å, forces in eV/Å.

Results
Electronic energy (Eh): -2332.83335
Multiplicity: 4
Maximum force (eV/A): 0.30
Energy relative to the best compared isomer or geometry (same formula, charge and spin) (kcal per mole): 0.0
Charge: -2


Entry 3:
C12H24As3F18O12Tl as an isolated structure at a distorted geometry, computed with ωB97M-V with the def2-TZVPD basis set.

Geometry as XYZ:
```
70
Properties=species:S:1:pos:R:3:forces:R:3:mulliken_charge:R:1
Tl 0.603749 0.503870 0.059088 -1.905 -0.240 0.382 1.762
As 0.735502 4.796168 -1.538705 1.314 0.705 -0.038 2.066
F 1.763882 4.071419 -2.775912 -0.426 0.401 0.461 -0.492
F 2.192851 5.015193 -0.549917 -0.801 -0.190 -0.472 -0.504
F -0.196369 5.390925 -0.176643 0.059 -0.439 -0.729 -0.490
F -0.639959 4.431325 -2.541609 0.256 0.316 0.649 -0.472
F 0.584432 3.142286 -0.817336 -0.011 -0.431 0.063 -0.464
F 0.904958 6.416917 -2.189446 -0.232 -1.249 0.316 -0.499
As -0.786912 -2.926309 -2.655504 -1.155 -1.034 -0.289 2.100
F -0.441972 -1.572546 -3.687207 -0.421 -0.060 0.210 -0.485
F -0.241452 -1.948776 -1.265287 -0.004 0.141 -0.151 -0.536
F -1.136549 -4.274309 -1.540109 0.827 0.805 -0.435 -0.523
F -1.387333 -3.909012 -3.952632 0.393 0.435 0.173 -0.496
F 0.837594 -3.476041 -2.935288 -0.363 -0.029 0.433 -0.493
F -2.470908 -2.411990 -2.367320 1.173 0.298 0.109 -0.502
As -0.762038 -0.121771 4.343790 -0.256 -0.734 1.860 2.012
F -1.461277 -1.746403 4.232038 0.431 0.955 -0.530 -0.466
F -0.103399 -0.160920 2.700300 0.317 -0.305 -0.540 -0.383
F -0.041252 1.483546 4.455990 -0.224 -0.485 0.080 -0.522
F -1.385964 -0.008138 5.986678 0.382 0.218 -1.125 -0.504
F 0.706982 -0.891878 4.964194 -0.641 0.701 -0.661 -0.494
F -2.221393 0.557423 3.671994 0.392 -0.097 0.176 -0.489
C 0.250018 2.470191 -4.916950 -1.416 0.249 -0.710 -0.683
O 1.094787 1.309439 -4.923461 1.247 -0.165 1.204 -0.380
C 1.389875 0.716669 -3.759746 -0.355 0.433 -1.965 0.756
O 0.783736 1.037238 -2.752259 -0.226 -0.336 2.109 -0.408
O 2.286072 -0.228265 -3.848666 -0.176 0.353 0.935 -0.146
C 3.306068 -0.122133 -4.832820 1.320 -0.165 -0.598 -0.800
H -0.443720 2.469774 -4.082085 -0.005 -0.233 -0.067 0.273
H -0.271930 2.353460 -5.866394 -0.256 0.150 0.188 0.325
H 0.715772 3.453223 -4.926282 0.876 -0.455 0.170 0.252
H 2.937777 -0.056090 -5.852893 -0.236 -0.192 0.140 0.321
H 3.951633 -0.986333 -4.687877 -0.457 -0.303 -0.164 0.257
H 3.998764 0.704878 -4.660466 -0.538 0.397 0.255 0.347
C -4.609135 -0.560174 -0.032897 -0.945 1.435 -0.347 -0.726
O -3.834607 -1.671421 0.369341 -0.315 -0.211 0.027 -0.382
C -2.555023 -1.596439 0.587354 0.476 -0.477 0.508 0.797
O -1.901031 -0.546470 0.585005 0.332 1.185 -0.634 -0.207
O -2.013493 -2.713024 0.955748 0.938 -0.355 -0.576 0.137
C -2.678537 -3.970478 0.773006 -0.955 -0.822 0.463 -0.916
H -4.298507 -0.144637 -0.990127 0.274 -0.268 -0.002 0.305
H -4.662325 0.256660 0.689003 0.693 -0.217 0.283 0.297
H -5.652142 -0.860254 -0.112892 0.241 -0.630 -0.143 0.275
H -2.929504 -4.258086 -0.246335 0.025 0.864 -0.153 0.327
H -3.572321 -3.962558 1.394497 -0.016 -0.101 -0.027 0.325
H -2.024106 -4.775275 1.099200 0.342 0.457 0.320 0.280
C -1.374173 4.297962 3.414277 -0.410 0.351 0.084 -0.635
O 0.034107 4.306905 3.088481 0.009 -1.075 -0.532 -0.421
C 0.453537 3.378883 2.244764 1.470 1.556 0.676 1.104
O -0.274561 2.612284 1.632226 -0.791 -1.819 -0.747 -0.492
O 1.745459 3.367020 2.050054 -0.069 -0.547 0.073 -0.199
C 2.584044 4.404853 2.598615 -0.676 1.219 -0.144 -0.805
H -1.492523 5.031585 4.207369 0.142 0.036 -0.093 0.248
H -1.698547 3.329317 3.789094 0.175 -0.109 -0.248 0.233
H -1.917242 4.622741 2.529075 -0.135 -0.161 0.066 0.293
H 3.601836 4.039868 2.546475 -0.076 -0.006 0.110 0.254
H 2.255836 4.755476 3.575876 0.229 -0.811 0.317 0.322
H 2.423654 5.299866 1.994941 0.404 -0.240 -0.444 0.302
C 2.130634 -5.073054 -0.538593 0.170 -1.455 -0.255 -0.754
O 2.066613 -3.692813 -0.217484 0.059 1.091 -0.407 -0.243
C 1.624924 -3.256035 0.948743 0.227 -2.571 -1.162 0.695
O 1.299577 -2.110294 1.129679 -0.199 2.097 0.544 -0.362
O 1.559058 -4.227818 1.852394 0.019 0.743 -0.023 -0.356
C 1.113936 -3.872301 3.169962 -0.041 -0.390 1.129 -0.698
H 1.162046 -5.476630 -0.836984 -0.314 0.223 0.773 0.254
H 2.635033 -5.625735 0.251064 -0.401 -0.088 0.138 0.377
H 2.693515 -5.296886 -1.446211 0.409 1.134 0.025 0.261
H 0.031550 -3.770585 3.205996 0.075 0.451 -0.179 0.245
H 1.650083 -3.026207 3.595767 -0.288 0.357 -0.462 0.330
H 1.370308 -4.699275 3.832262 0.040 -0.264 -0.398 0.293
```
Positions in Å, forces in eV/Å.

Results
Electronic energy (Eh): -10052.04732
Maximum force (eV/A): 2.83
Energy relative to the best compared isomer or geometry (same formula, charge and spin) (kcal per mole): 33.2